No. 1
{
  "formula": "C53H124N8O11",
  "method": "ωB97M-V/def2-TZVPD",
  "multiplicity": 1,
  "e_homo_ev": -8.16,
  "smiles": "CC1(C)CCCC(C)(C)N1O.CC1(C)CCCC(C)(C)N1O.CC1(C)CCCC(C)(C)N1O.COC[C@H](C)N.COC[C@H](C)N.COCCNCCOC.COCCNCCOC.COCCNCCOC",
  "gap_ev": 8.686,
  "species": ["C", "C", "C", "C", "C", "C", "N", "O", "C", "C", "C", "H", "H", "H", "H", "H", "H", "H", "H", "H", "H", "H", "H", "H", "H", "H", "H", "H", "H", "H", "C", "C", "C", "C", "C", "C", "N", "O", "C", "C", "C", "H", "H", "H", "H", "H", "H", "H", "H", "H", "H", "H", "H", "H", "H", "H", "H", "H", "H", "H", "C", "C", "C", "C", "C", "C", "N", "O", "C", "C", "C", "H", "H", "H", "H", "H", "H", "H", "H", "H", "H", "H", "H", "H", "H", "H", "H", "H", "H", "H", "C", "O", "C", "C", "N", "C", "C", "O", "C", "H", "H", "H", "H", "H", "H", "H", "H", "H", "H", "H", "H", "H", "H", "H", "C", "O", "C", "C", "N", "C", "C", "O", "C", "H", "H", "H", "H", "H", "H", "H", "H", "H", "H", "H", "H", "H", "H", "H", "C", "O", "C", "C", "N", "C", "C", "O", "C", "H", "H", "H", "H", "H", "H", "H", "H", "H", "H", "H", "H", "H", "H", "H", "C", "C", "C", "O", "C", "N", "H", "H", "H", "H", "H", "H", "H", "H", "H", "H", "H", "C", "C", "C", "O", "C", "N", "H", "H", "H", "H", "H", "H", "H", "H", "H", "H", "H"],
  "coordinates": [[3.8272, 6.1405, 3.9056], [4.2018, 4.6909, 3.5523], [5.2212, 4.2620, 4.6124], [5.3734, 2.7434, 4.7201], [4.0404, 2.0787, 4.9842], [2.9581, 2.4847, 3.9709], [2.9896, 3.9088, 3.7581], [1.8933, 4.3699, 3.0013], [3.2138, 1.6779, 2.6670], [1.6232, 2.0350, 4.5670], [4.7860, 4.6754, 2.1387], [3.2826, 6.5831, 3.0675], [4.7561, 6.7106, 3.9992], [3.2748, 6.2449, 4.8374], [6.1962, 4.6631, 4.3266], [4.8878, 4.6425, 5.5806], [6.1493, 2.4599, 5.4299], [5.7007, 2.3815, 3.7367], [3.7282, 2.1938, 6.0285], [4.1768, 0.9965, 4.8881], [2.2974, 1.5801, 2.0735], [3.8328, 2.2562, 1.9718], [3.7017, 0.7126, 2.7875], [1.4849, 2.5736, 5.5038], [0.8036, 2.1975, 3.8662], [1.6590, 0.9581, 4.7394], [5.2353, 5.6377, 1.8955], [3.9931, 4.4947, 1.4082], [5.5096, 3.8699, 1.9979], [1.5432, 5.1153, 3.4993], [-3.0326, 1.6629, -4.1794], [-3.6993, 0.2900, -4.4211], [-4.2393, -0.1619, -3.0714], [-5.6492, 0.3143, -2.7386], [-6.5828, 0.0700, -3.9014], [-6.1157, 0.7042, -5.2080], [-4.7271, 0.3120, -5.4251], [-4.2218, 0.7229, -6.6795], [-6.9629, 0.1354, -6.3260], [-6.2825, 2.2435, -5.1531], [-2.5738, -0.6778, -4.7953], [-3.7997, 2.3622, -3.8399], [-2.5651, 2.0804, -5.0744], [-2.2483, 1.6393, -3.4201], [-4.2594, -1.2596, -3.0049], [-3.5674, 0.0829, -2.2445], [-5.6035, 1.3887, -2.5046], [-5.9918, -0.1430, -1.8092], [-7.5929, 0.3827, -3.6406], [-6.5798, -1.0124, -4.0855], [-6.7095, -0.9186, -6.4833], [-8.0399, 0.2414, -6.2144], [-6.7200, 0.6290, -7.2736], [-5.3505, 2.8064, -5.1426], [-6.8223, 2.6647, -6.0066], [-6.8395, 2.5737, -4.2705], [-2.1064, -0.4653, -5.7570], [-2.8902, -1.7185, -4.9448], [-1.9084, -0.6632, -3.9302], [-4.5233, 0.0301, -7.2761], [3.9405, -3.4227, 2.0493], [5.1002, -4.4199, 2.2318], [5.5510, -4.8585, 0.8370], [6.2570, -3.7650, 0.0536], [7.4006, -3.1715, 0.8721], [7.0800, -2.8294, 2.3545], [6.2688, -3.8970, 2.9226], [5.9286, -3.5988, 4.2830], [8.4274, -2.8557, 3.0317], [6.4967, -1.4261, 2.4722], [4.5993, -5.6739, 2.9407], [3.6244, -2.9171, 2.9680], [3.0558, -3.9223, 1.6522], [4.2716, -2.6295, 1.3836], [6.1787, -5.7521, 0.9137], [4.6695, -5.1996, 0.2825], [5.5492, -2.9610, -0.1651], [6.6106, -4.1361, -0.9085], [7.6391, -2.1975, 0.4275], [8.3201, -3.7516, 0.7947], [8.8379, -3.8538, 3.1999], [9.1791, -2.2539, 2.5162], [8.4207, -2.4289, 4.0480], [5.7590, -1.1610, 1.7157], [6.0360, -1.3372, 3.4611], [7.2717, -0.6552, 2.4635], [5.3062, -6.4995, 2.8991], [3.6427, -5.9505, 2.4918], [4.3588, -5.4272, 3.9766], [6.5618, -4.1490, 4.7543], [1.1171, -2.4699, -3.4593], [1.8250, -3.5255, -2.8656], [1.0853, -4.3127, -1.9754], [1.2200, -5.7874, -2.3047], [0.0106, -6.3500, -2.8716], [0.0386, -7.7847, -3.0195], [-1.3510, -8.3307, -3.1460], [-2.0799, -8.0792, -1.9834], [-3.2494, -8.8473, -1.8795], [0.1166, -2.7517, -3.8119], [1.6998, -2.1112, -4.3075], [0.9616, -1.6053, -2.7963], [0.0268, -4.0447, -1.8704], [1.4540, -4.1976, -0.9423], [1.5488, -6.3961, -1.4403], [2.0433, -5.8947, -3.0211], [-0.8254, -5.9345, -2.4916], [0.4924, -8.1959, -2.0960], [0.6579, -8.1164, -3.8574], [-1.3262, -9.3940, -3.4458], [-1.7958, -7.9397, -4.0844], [-3.6958, -8.6530, -0.9043], [-3.0481, -9.9242, -1.9252], [-3.9737, -8.5764, -2.6565], [-3.2295, -3.9376, -2.4430], [-2.5685, -4.7618, -1.4947], [-2.9640, -4.4286, -0.1970], [-1.8582, -4.8732, 0.7322], [-1.6533, -6.2974, 0.7301], [-0.3539, -6.6512, 1.2665], [-0.1981, -6.1473, 2.6826], [1.0156, -6.6810, 3.2080], [1.2551, -6.1712, 4.4909], [-4.3180, -4.0165, -2.3533], [-3.0113, -4.2167, -3.4748], [-2.8527, -2.9213, -2.2892], [-3.8736, -4.9470, 0.1361], [-3.0958, -3.3548, -0.0207], [-2.0671, -4.4296, 1.7186], [-0.9451, -4.2858, 0.4837], [-1.7889, -6.6634, -0.2059], [0.4064, -6.1272, 0.6523], [-0.0819, -7.7016, 1.1694], [-1.0561, -6.3571, 3.3303], [-0.0057, -5.0660, 2.6602], [0.5688, -6.6164, 5.2215], [1.1484, -5.0768, 4.4889], [2.2763, -6.3851, 4.8007], [-2.6053, 10.9130, -5.9026], [-2.7698, 10.3720, -4.6078], [-1.5835, 10.4831, -3.8734], [-1.7481, 9.8935, -2.4695], [-1.9556, 8.4826, -2.3742], [-2.9640, 7.7952, -3.1322], [-2.7575, 6.3029, -3.0289], [-2.7325, 5.9608, -1.6608], [-2.4794, 4.6012, -1.4356], [-2.4228, 11.9912, -5.8269], [-3.5237, 10.7855, -6.4749], [-1.8049, 10.4112, -6.4540], [-1.3389, 11.5402, -3.6872], [-0.7171, 10.0157, -4.3625], [-2.5733, 10.5024, -2.0403], [-0.8699, 10.1837, -1.8902], [-1.7666, 8.0933, -1.4672], [-2.8651, 8.0826, -4.1777], [-4.0069, 8.0014, -2.8342], [-1.8193, 6.0047, -3.5262], [-3.5261, 5.7233, -3.5615], [-3.1611, 3.9856, -2.0495], [-2.7307, 4.3983, -0.3963], [-1.4767, 4.2582, -1.7218], [-3.7976, 4.4052, 3.0392], [-2.7146, 3.3751, 3.3664], [-2.2428, 3.5415, 4.8125], [-1.9425, 4.8662, 5.1885], [-0.5930, 5.2793, 5.0764], [-3.1653, 2.0040, 3.1683], [-4.6454, 4.3789, 3.7317], [-4.1294, 4.3045, 2.0060], [-3.4095, 5.4163, 3.1998], [-1.8494, 3.6462, 2.7476], [-1.3709, 2.8786, 4.9247], [-2.9762, 3.1330, 5.5149], [0.0746, 4.4655, 5.3706], [-0.4774, 6.1356, 5.7362], [-0.3816, 5.5783, 4.0419], [-2.9291, 1.6740, 2.2348], [-4.1768, 1.9751, 3.2135], [-0.4593, 0.2773, -0.9090], [-1.6270, 0.1598, 0.0529], [-1.1848, -0.2613, 1.4382], [-0.6285, -1.5576, 1.3592], [0.4115, -1.8417, 2.3018], [-2.3121, 1.4783, 0.1620], [0.1603, -0.6211, -0.9451], [0.2102, 1.0752, -0.5608], [-0.7614, 0.5573, -1.9198], [-2.3437, -0.5803, -0.3152], [-2.0201, -0.2460, 2.1478], [-0.4632, 0.4694, 1.8449], [1.3675, -1.6791, 1.8018], [0.3185, -2.9150, 2.4743], [0.2530, -1.2731, 3.2164], [-1.5852, 2.1326, 0.4485], [-2.5903, 1.7701, -0.7701]]
}


No. 2
{
  "formula": "C49H53N2OP2PtSi3",
  "method": "ωB97M-V/def2-TZVPD",
  "multiplicity": 1,
  "e_homo_ev": -3.77,
  "charge": -1,
  "gap_ev": 6.208,
  "species": ["Pt", "C", "Si", "C", "C", "N", "P", "C", "P", "N", "Si", "C", "C", "C", "C", "C", "C", "C", "C", "C", "C", "C", "C", "C", "C", "C", "C", "C", "C", "C", "C", "C", "C", "C", "C", "C", "C", "C", "H", "H", "H", "H", "H", "H", "H", "H", "H", "H", "H", "H", "H", "H", "H", "H", "H", "H", "H", "H", "H", "H", "H", "H", "H", "H", "H", "H", "H", "H", "H", "H", "H", "H", "H", "H", "H", "H", "O", "Si", "C", "C", "C", "C", "C", "C", "C", "C", "C", "C", "C", "C", "C", "C", "C", "C", "C", "C", "H", "H", "H", "H", "H", "H", "H", "H", "H", "H", "H", "H", "H", "H", "H"],
  "coordinates": [[0.1851, 0.0819, -0.0934], [-0.9522, -4.0914, 0.3128], [-0.7544, -2.8937, 1.7436], [-0.0368, -3.8650, 3.1956], [-2.4292, -2.2545, 2.2638], [0.2680, -1.5896, 1.3045], [1.8637, -1.3839, 1.4391], [2.1328, -0.0838, 0.4473], [2.5953, 1.2063, -0.4877], [1.1771, 1.6452, -1.1190], [0.5338, 2.7960, -2.2066], [-0.5034, 1.9190, -3.4907], [-0.4914, 4.0376, -1.2438], [1.9192, 3.7387, -3.0738], [3.3656, 2.5760, 0.4434], [4.0246, 3.6513, -0.1507], [4.4926, 4.7043, 0.6239], [4.3035, 4.6940, 1.9989], [3.6414, 3.6311, 2.5981], [3.1742, 2.5784, 1.8241], [3.7874, 0.7984, -1.8091], [3.2456, 0.2183, -2.9586], [4.0691, -0.2155, -3.9843], [5.4491, -0.0869, -3.8708], [5.9970, 0.4679, -2.7259], [5.1699, 0.9067, -1.6972], [2.7620, -2.9000, 0.9439], [3.1524, -3.9239, 1.8031], [3.7537, -5.0736, 1.3034], [3.9624, -5.2129, -0.0600], [3.5683, -4.2004, -0.9266], [2.9752, -3.0516, -0.4274], [2.3535, -1.0794, 3.1694], [1.3828, -0.5462, 4.0174], [1.7152, -0.1393, 5.3006], [3.0257, -0.2507, 5.7493], [4.0011, -0.7630, 4.9069], [3.6674, -1.1721, 3.6215], [-1.6814, -4.8792, 0.5276], [0.0061, -4.5613, 0.0695], [-1.2954, -3.5460, -0.5686], [-0.7929, -4.5582, 3.5780], [0.2646, -3.2108, 4.0193], [0.8306, -4.4577, 2.8955], [-3.0497, -3.0645, 2.6613], [-2.9553, -1.8179, 1.4143], [-2.3410, -1.4828, 3.0329], [-1.1535, 1.2076, -2.9742], [0.1352, 1.3631, -4.1852], [-1.1297, 2.6020, -4.0720], [-1.1108, 3.4917, -0.5262], [-1.1407, 4.6430, -1.8834], [0.1582, 4.7120, -0.6774], [2.6289, 3.0589, -3.5555], [2.4698, 4.3754, -2.3756], [1.4976, 4.3864, -3.8494], [4.1649, 3.6763, -1.2228], [5.0028, 5.5351, 0.1510], [4.6694, 5.5161, 2.6024], [3.4881, 3.6200, 3.6703], [2.6592, 1.7374, 2.2752], [2.1677, 0.1209, -3.0330], [3.6363, -0.6555, -4.8743], [6.0940, -0.4256, -4.6726], [7.0721, 0.5597, -2.6275], [5.6102, 1.3215, -0.8010], [2.9766, -3.8365, 2.8664], [4.0541, -5.8622, 1.9831], [4.4303, -6.1096, -0.4487], [3.7265, -4.3054, -1.9931], [2.6735, -2.2469, -1.0885], [0.3663, -0.4558, 3.6499], [0.9515, 0.2684, 5.9517], [3.2862, 0.0679, 6.7514], [5.0268, -0.8411, 5.2471], [4.4406, -1.5503, 2.9650], [-1.8018, 0.3649, -0.7704], [-3.3732, 0.3074, -0.7946], [-4.1507, 1.2708, -2.2326], [-4.9940, 0.6897, -3.1812], [-5.5456, 1.4369, -4.2177], [-5.2671, 2.7914, -4.3212], [-4.4392, 3.3945, -3.3814], [-3.8941, 2.6398, -2.3532], [-4.1212, 1.0603, 0.7713], [-3.2936, 1.2490, 1.8810], [-3.7823, 1.8036, 3.0572], [-5.1150, 2.1847, 3.1451], [-5.9515, 2.0205, 2.0484], [-5.4529, 1.4693, 0.8744], [-4.0573, -1.4476, -0.9992], [-3.3854, -2.3286, -1.8512], [-3.8480, -3.6199, -2.0680], [-5.0020, -4.0595, -1.4321], [-5.6854, -3.2018, -0.5805], [-5.2149, -1.9110, -0.3707], [-5.2195, -0.3698, -3.1166], [-6.1918, 0.9591, -4.9453], [-5.6940, 3.3764, -5.1277], [-4.2176, 4.4537, -3.4530], [-3.2523, 3.1222, -1.6273], [-2.2476, 0.9679, 1.8030], [-3.1218, 1.9448, 3.9053], [-5.4985, 2.6187, 4.0614], [-6.9889, 2.3296, 2.1063], [-6.1114, 1.3663, 0.0161], [-2.4713, -1.9962, -2.3352], [-3.3022, -4.2887, -2.7233], [-5.3625, -5.0688, -1.5939], [-6.5809, -3.5417, -0.0729], [-5.7498, -1.2577, 0.3117]]
}


No. 3
{
  "formula": "C4H6N2",
  "method": "ωB97M-V/def2-TZVPD",
  "multiplicity": 1,
  "e_homo_ev": -9.33,
  "gap_ev": 9.253,
  "species": ["N", "C", "C", "C", "C", "N", "H", "H", "H", "H", "H", "H"],
  "coordinates": [[0.4869, -1.3231, 1.2515], [-0.1867, -2.1686, 0.5169], [0.7234, 1.0687, -1.0084], [-0.1779, 1.6864, -0.2492], [-1.2640, -1.5387, -0.1984], [-2.1756, -1.1752, -0.8229], [0.3230, -0.3170, 1.2906], [1.2718, -1.6695, 1.7889], [0.4190, 0.3751, -1.7892], [1.7929, 1.2304, -0.8889], [0.1139, 2.3942, 0.5241], [-1.2427, 1.5122, -0.3872]]
}


Number 1: electronic energy -91406.3116 eV, LUMO level 0.52 eV. Number 2: electronic energy -102166.3203 eV, LUMO level 2.44 eV. Number 3: electronic energy -7222.2692 eV, LUMO level -0.07 eV.